Below is C77H167N9O15 as an isolated structure at a distorted geometry, with properties calculated with the ωB97M-V functional and the def2-TZVPD basis.

Charge ... +4
Total energy ... -126643.329 eV
LUMO energy ... -6.97 eV
2S+1 ... 1
Energy above the lowest of the compared OMol25 structures with the same formula, charge and spin ... 7.525 eV

CARTESIAN COORDINATES (ANGSTROEM)
C1 8.42802 15.08509 -4.22518
C2 9.13074 13.77723 -3.84870
C3 10.66658 13.95921 -4.10617
N1 11.64875 12.91953 -3.53628
C4 11.46209 12.53655 -2.06699
C5 11.47376 11.56432 -4.37452
C6 12.50533 11.57002 -5.49894
C7 13.24040 12.89541 -5.35230
C8 13.02257 13.33013 -3.89603
H1 7.34752 14.98159 -4.14306
H2 8.74702 15.54547 -5.15947
H3 8.74055 15.81874 -3.47675
H4 8.69936 12.92094 -4.36692
H5 8.97445 13.54088 -2.79489
H6 11.12401 14.91686 -3.85913
H7 10.80109 13.85196 -5.18265
H8 12.04756 11.65768 -1.81081
H9 10.41071 12.30884 -1.90004
H10 11.75004 13.42792 -1.50967
H11 11.66808 10.66601 -3.79038
H12 10.40700 11.51251 -4.58682
H13 13.13922 10.69235 -5.36972
H14 12.05016 11.38386 -6.47110
H15 14.30818 12.84684 -5.55636
H16 12.74791 13.56439 -6.05745
H17 13.68585 12.76120 -3.24196
H18 13.19828 14.38071 -3.66781
C9 14.11920 11.36475 1.18714
C10 13.89246 11.89819 2.55645
C11 14.74764 11.20552 3.60474
N2 14.43907 11.62382 5.05461
C12 14.12220 13.15354 5.10351
C13 15.61355 11.33593 5.98112
C14 14.95713 10.58638 7.21020
C15 13.82926 9.83809 6.51815
C16 13.25688 10.93470 5.64471
H19 14.28417 10.28820 1.08590
H20 15.09888 11.66924 0.80338
H21 13.41627 11.72095 0.43659
H22 12.83135 11.91741 2.81806
H23 14.16293 12.94975 2.44849
H24 15.74526 11.61432 3.43675
H25 14.72536 10.11636 3.60958
H26 13.15320 13.22998 4.61165
H27 14.93316 13.63949 4.56379
H28 14.14249 13.47668 6.14188
H29 16.12336 12.29086 6.08383
H30 16.25872 10.60839 5.48935
H31 14.55322 11.34716 7.87652
H32 15.71585 9.87733 7.53411
H33 13.05653 9.41565 7.15790
H34 14.26236 9.02252 5.93676
H35 12.65344 11.57896 6.28272
H36 12.62829 10.57697 4.82912
C17 6.93995 12.06672 0.10742
C18 6.76965 13.40569 0.83287
C19 7.17946 14.60716 -0.03389
N3 7.11875 15.92136 0.74318
C20 7.97684 15.88158 2.00455
C21 5.69608 16.35462 1.09714
C22 5.23182 17.43598 0.13180
C23 6.21738 17.43252 -0.96761
C24 7.49777 17.06623 -0.17625
H37 6.85013 11.21256 0.77518
H38 7.91305 12.00006 -0.38579
H39 6.21951 12.02142 -0.71040
H40 7.31097 13.33184 1.77612
H41 5.70112 13.45678 1.04893
H42 6.62795 14.64034 -0.97177
H43 8.24309 14.48538 -0.24572
H44 8.80475 15.23513 1.72087
H45 7.48349 15.64743 2.94472
H46 8.33227 16.89704 2.17700
H47 5.80475 16.77858 2.09284
H48 5.05175 15.47931 1.05904
H49 5.20895 18.40817 0.62221
H50 4.24938 17.25160 -0.30445
H51 6.29489 18.39892 -1.46568
H52 6.10978 16.71712 -1.78347
H53 7.95413 17.86971 0.39742
H54 8.19214 16.73639 -0.95053
C25 17.62490 -0.61147 2.21960
C26 17.75234 0.90888 2.08115
C27 16.60418 1.58163 2.80169
N4 16.87056 3.06031 3.10891
C28 18.10149 3.23603 3.95558
C29 16.95290 4.01093 1.88416
C30 15.50360 4.00422 1.38167
C31 14.69998 4.10230 2.63712
C32 15.59898 3.60979 3.76029
H55 16.67143 -0.95210 2.62528
H56 18.44348 -0.98154 2.83309
H57 17.67407 -1.04756 1.22169
H58 17.58709 1.31845 1.07999
H59 18.77045 1.23650 2.28371
H60 16.38382 1.09286 3.75302
H61 15.68715 1.39609 2.24183
H62 18.24238 4.26387 4.28243
H63 18.95604 3.02258 3.31596
H64 18.05013 2.49731 4.75275
H65 17.33461 4.98875 2.17906
H66 17.74513 3.66635 1.21897
H67 15.26929 4.85883 0.74417
H68 15.36046 3.20718 0.65079
H69 14.44208 5.11823 2.93976
H70 13.76869 3.53972 2.67488
H71 15.84676 4.40473 4.45895
H72 15.03934 2.77137 4.17058
C33 10.56614 0.89278 1.41787
C34 11.85893 0.46124 0.66120
C35 11.87241 -1.09335 0.56240
N5 12.92204 -1.60509 -0.39742
C36 14.32850 -1.24781 0.06619
C37 12.72930 -1.11642 -1.84869
C38 12.84146 -2.36618 -2.77045
C39 13.36203 -3.48007 -1.74308
C40 12.71240 -3.11427 -0.44556
H73 9.67107 0.91949 0.79877
H74 10.80048 1.88362 1.79915
H75 10.33423 0.28637 2.29471
H76 12.67751 0.70250 1.34517
H77 12.05901 1.07686 -0.21479
H78 10.91293 -1.53125 0.29138
H79 12.09565 -1.49816 1.55007
H80 14.24874 -0.19580 0.32697
H81 15.07309 -1.45887 -0.69772
H82 14.57293 -1.87779 0.92079
H83 13.43928 -0.31887 -2.05641
H84 11.74252 -0.65438 -1.86314
H85 13.58473 -2.08852 -3.51717
H86 11.95675 -2.62926 -3.34580
H87 14.44857 -3.43807 -1.68448
H88 13.03258 -4.46140 -2.07996
H89 13.10568 -3.51302 0.48805
H90 11.64192 -3.30728 -0.50071
C41 3.10482 2.91922 -0.03065
C42 3.39841 4.26662 -0.69717
C43 4.07662 5.29710 0.18411
N6 4.13118 6.73685 -0.35239
C44 4.46314 6.71488 -1.86067
C45 2.84070 7.50582 -0.01223
C46 3.24858 8.91202 0.32279
C47 4.76808 9.04716 0.19825
C48 5.21746 7.55715 0.38324
H91 2.55391 2.24689 -0.68598
H92 2.47872 3.06588 0.85101
H93 4.03046 2.44273 0.29244
H94 2.44569 4.66784 -1.05440
H95 3.97806 4.09381 -1.60534
H96 5.10672 5.04022 0.44275
H97 3.58083 5.32564 1.15607
H98 3.70866 6.21926 -2.46410
H99 5.44199 6.24282 -1.81754
H100 4.41215 7.80149 -1.90269
H101 2.27918 7.45231 -0.94617
H102 2.31930 6.84999 0.68064
H103 2.84281 9.63528 -0.38403
H104 2.90448 9.12778 1.33420
H105 5.08820 9.41965 -0.77668
H106 5.22801 9.77213 0.86843
H107 6.15759 7.34949 -0.12693
H108 5.31345 7.34827 1.44782
C49 9.09289 2.37060 4.23750
C50 9.53231 1.91257 5.64633
C51 10.41740 3.09641 6.16036
N7 10.62562 3.02698 7.71964
C52 9.35739 3.67641 8.35706
C53 11.95873 3.74192 8.04979
C54 12.35306 3.14083 9.41990
C55 11.80802 1.67878 9.45357
C56 10.94792 1.56528 8.18955
H109 10.00072 2.60920 3.67962
H110 8.47112 3.26459 4.20418
H111 8.60351 1.56762 3.68736
H112 10.04597 0.95725 5.55797
H113 8.66690 1.84070 6.30548
H114 10.02628 4.07915 5.90095
H115 11.41721 3.06517 5.72708
H116 9.51912 4.74300 8.23303
H117 9.40713 3.38752 9.40846
H118 8.39813 3.25216 8.06809
H119 11.76711 4.80526 7.91323
H120 12.74653 3.50849 7.33477
H121 11.73884 3.72194 10.11319
H122 13.35357 3.31696 9.80808
H123 11.21300 1.37363 10.31237
H124 12.61919 0.95678 9.36601
H125 9.97515 1.08268 8.23254
H126 11.59066 1.28869 7.35513
C57 6.58574 6.58908 8.75092
C58 7.91726 7.12358 8.09634
C59 7.64717 8.63067 7.86496
N8 8.74138 9.30179 7.01597
C60 8.66930 8.81586 5.55829
C61 10.19151 9.15330 7.58570
C62 10.41794 10.43973 8.35189
C63 9.71727 11.50274 7.53218
C64 8.49492 10.82229 7.09248
H127 6.48221 7.07665 9.71982
H128 6.80149 5.54315 8.97512
H129 5.71240 6.68206 8.11019
H130 8.13439 6.58702 7.17185
H131 8.76341 6.88731 8.74177
H132 7.59126 9.18941 8.79901
H133 6.70430 8.82337 7.35209
H134 9.24441 9.45322 4.88971
H135 7.62160 8.81780 5.24566
H136 9.05253 7.79656 5.55269
H137 10.85144 8.92438 6.75007
H138 10.16279 8.31526 8.27842
H139 11.41890 10.69775 8.69640
H140 9.87243 10.24430 9.27896
H141 10.30818 11.95474 6.73059
H142 9.63428 12.41520 8.12683
H143 8.11265 11.19595 6.14203
H144 7.64538 10.96155 7.76065
C65 11.38883 4.43181 1.00660
C66 10.55936 5.48814 1.75394
C67 10.05845 6.59328 0.79054
N9 9.46765 7.71093 1.64752
C68 8.40560 7.28125 2.61802
C69 10.64562 8.27428 2.51120
C70 10.46120 9.77202 2.34602
C71 10.05006 9.96000 0.92214
C72 8.95007 8.93282 0.80388
H145 12.20385 4.94021 0.48222
H146 10.90787 3.81898 0.24207
H147 11.84552 3.64327 1.60810
H148 11.17874 5.81581 2.59024
H149 9.74183 4.93034 2.20822
H150 9.22615 6.26040 0.16954
H151 10.85895 7.03381 0.19847
H152 8.10980 8.11822 3.24970
H153 8.62945 6.43266 3.25855
H154 7.49742 7.06653 2.05355
H155 10.54350 7.99396 3.55727
H156 11.62822 7.97820 2.14912
H157 9.65389 10.09129 3.00615
H158 11.36697 10.31140 2.62268
H159 9.67169 10.97657 0.81550
H160 10.89126 9.78496 0.25014
H161 7.98581 9.20455 1.22840
H162 8.82421 8.56568 -0.21648
O1 4.98027 8.78592 3.46456
C73 6.23069 9.05761 3.99364
O2 6.68089 8.42559 4.97736
O3 6.85495 9.88658 3.27549
H163 5.31437 9.37617 2.75774
O4 9.41627 14.24788 4.48249
C74 10.45628 13.67651 3.84606
O5 10.69328 12.48571 4.22137
O6 11.11429 14.25532 2.96918
H164 9.33274 13.39120 4.95031
O7 8.31015 3.32278 1.12954
C75 7.40507 4.12571 0.46722
O8 7.33945 4.13346 -0.75676
O9 6.67504 4.78247 1.26396
H165 7.83082 3.57148 1.94383
O10 6.97049 9.48209 -4.09969
C76 7.73306 9.44141 -2.98987
O11 7.35238 8.54179 -2.18156
O12 8.78353 10.09009 -2.88169
H166 6.40059 8.73344 -3.87764
O13 13.29643 5.54417 6.01123
C77 12.40873 6.42664 5.46438
O14 11.20056 6.28056 5.74799
O15 12.79926 7.28672 4.64592
H167 14.05738 5.90252 5.52824

Löwdin population analysis, charges in e, atoms 1 to 2: -0.088, -0.199